No. 1
The following is a quantum chemistry calculation of a cluster of 2 separate species, C3H12NO in total, from OMol25.

ORCA input file:
```
! wB97M-V def2-TZVPD RIJCOSX def2/J DEFGRID3
* xyz 1 1
C -2.421 0.075 -1.643
O -1.195 -0.351 -1.065
H -2.539 -0.071 -2.728
H -3.301 -0.348 -1.161
H -2.432 1.158 -1.626
H -1.046 -1.282 -1.276
C 2.438 0.119 0.524
N 0.980 0.394 0.558
C 0.291 -0.188 1.758
H 2.819 0.301 -0.477
H 2.967 0.647 1.309
H 2.530 -0.937 0.763
H 0.441 0.151 -0.288
H 0.771 1.384 0.702
H -0.762 0.089 1.693
H 0.797 0.143 2.655
H 0.231 -1.271 1.659
*
```

Values from the calculation:
highest occupied orbital energy: -14.869 eV
relative energy (zero: lowest compared OMol25 entry of this formula, charge and spin): 27.14 kcal/mol
lowest unoccupied orbital energy: -0.1173 Eh
frontier orbital gap: 11.7 eV
max |F|: 1.596 eV Å⁻¹

---

No. 2
The following is a quantum chemistry calculation of a structure of composition C4H6O5Pt, from OMol25.

ORCA input file:
```
! wB97M-V def2-TZVPD RIJCOSX def2/J DEFGRID3
* xyz 1 4
O 3.094 -1.666 -0.429
C 2.049 -0.940 -0.746
O 2.282 0.393 -0.734
O 0.951 -1.410 -0.895
H 3.926 -1.175 -0.421
Pt 3.909 1.489 -0.980
H 1.530 0.864 -0.208
C -1.328 -0.099 -0.960
C -1.290 0.924 -0.088
O -1.765 0.848 1.205
C -2.825 0.102 1.483
O -2.909 0.113 2.787
H -1.070 0.120 -1.997
H -1.720 -1.075 -0.673
H -1.193 1.963 -0.406
H -3.641 -0.452 3.061
*
```

Values from the calculation:
highest occupied orbital energy (spin up / spin down): -11.692 / -11.688 eV
relative energy (zero: lowest compared OMol25 entry of this formula, charge and spin): 0.00 kcal/mol
lowest unoccupied orbital energy (spin up / spin down): -0.1705 / -0.3362 Eh
frontier orbital gap (spin up / spin down): 7.1 / 2.5 eV
max |F|: 5.455 eV Å⁻¹

---

No. 3
The following is a quantum chemistry calculation of a structure of composition CH2BiF3O3S, from OMol25.

ORCA input file:
```
! wB97M-V def2-TZVPD RIJCOSX def2/J DEFGRID3
* xyz 1 2
Bi 1.070 2.302 0.163
O 0.943 -0.929 0.681
H 1.595 -0.061 -0.773
H 2.670 0.711 -1.674
S -0.261 -0.358 1.415
O 1.903 0.814 -1.106
O -0.285 1.169 1.197
C -1.654 -0.821 0.233
F -1.498 -2.082 -0.157
F -2.822 -0.707 0.857
F -1.662 -0.038 -0.836
*
```

Values from the calculation:
highest occupied orbital energy (spin up / spin down): -13.291 / -14.343 eV
lowest unoccupied orbital energy (spin up / spin down): -0.1977 / -0.2356 Eh
frontier orbital gap (spin up / spin down): 7.9 / 7.9 eV
max |F|: 3.002 eV Å⁻¹

---

No. 4
The following is a quantum chemistry calculation of a structure of composition C4H9N3O, from OMol25.

ORCA input file:
```
! wB97M-V def2-TZVPD RIJCOSX def2/J DEFGRID3
* xyz 0 1
C -1.729 0.493 -0.401
C 1.086 0.703 -1.459
N -1.396 -0.351 0.699
C 0.199 -0.943 0.459
N 0.638 -1.224 1.790
C 0.599 0.680 -0.021
N -0.676 1.222 0.271
O 0.272 -1.814 -0.408
H -2.001 -0.737 1.415
H 1.433 -1.849 1.770
H 0.797 -0.410 2.370
H -1.539 0.062 -1.383
H -2.697 0.979 -0.323
H 1.331 1.105 0.665
H 1.140 1.723 -1.846
H 2.084 0.264 -1.485
H 0.460 0.099 -2.113
*
```

Values from the calculation:
highest occupied orbital energy: -8.385 eV
relative energy (zero: lowest compared OMol25 entry of this formula, charge and spin): 108.68 kcal/mol
lowest unoccupied orbital energy: -0.0089 Eh
frontier orbital gap: 8.1 eV
max |F|: 1.709 eV Å⁻¹

---

No. 5
The following is a quantum chemistry calculation of the molecule C2H8ClN2OP, from OMol25.

ORCA input file:
```
! wB97M-V def2-TZVPD RIJCOSX def2/J DEFGRID3
* xyz 0 1
C 0.757 1.212 -1.742
N 1.083 -0.156 -1.302
P 0.742 -0.373 0.270
O 1.387 0.417 1.331
Cl 1.429 -2.305 0.344
N -0.985 -0.488 0.458
C -1.458 -0.351 1.861
H -0.149 1.361 -2.328
H 0.637 1.814 -0.884
H 1.706 1.672 -2.365
H 0.976 -0.928 -1.883
H -1.589 -0.847 -0.200
H -0.720 0.265 2.302
H -2.330 0.173 1.888
H -1.484 -1.465 2.249
*
```

Values from the calculation:
highest occupied orbital energy: -9.697 eV
relative energy (zero: lowest compared OMol25 entry of this formula, charge and spin): 6.41 kcal/mol
lowest unoccupied orbital energy: 0.0257 Eh
frontier orbital gap: 10.4 eV
max |F|: 4.926 eV Å⁻¹
SMILES string: CNP(=O)(Cl)NC

---

No. 6
The following is a quantum chemistry calculation of the molecule C3H9NO, from OMol25.

ORCA input file:
```
! wB97M-V def2-TZVPD RIJCOSX def2/J DEFGRID3
* xyz 0 1
C 1.893 -0.550 0.337
N 0.987 0.058 -0.628
C -0.054 0.981 -0.041
C -1.170 0.239 0.551
O -1.707 -0.743 -0.417
H 2.298 0.271 0.987
H 2.789 -0.956 -0.204
H 1.451 -1.357 0.957
H 1.506 0.653 -1.331
H 0.300 1.615 0.753
H -0.413 1.591 -0.908
H -1.862 1.008 0.887
H -0.703 -0.345 1.364
H -2.631 -0.960 0.153
*
```

Values from the calculation:
highest occupied orbital energy: -8.727 eV
relative energy (zero: lowest compared OMol25 entry of this formula, charge and spin): 48.96 kcal/mol
lowest unoccupied orbital energy: 0.0342 Eh
frontier orbital gap: 9.7 eV
max |F|: 5.689 eV Å⁻¹
SMILES string: CNCCO